{"formula": "C45H62BaN8S", "method": "ωB97M-V/def2-TZVPD", "species": ["Ba", "C", "C", "C", "C", "C", "C", "C", "N", "C", "C", "C", "C", "C", "C", "C", "C", "C", "C", "N", "C", "C", "C", "N", "C", "C", "C", "C", "C", "C", "C", "C", "C", "C", "C", "C", "C", "C", "N", "C", "C", "H", "H", "H", "H", "H", "H", "H", "H", "H", "H", "H", "H", "H", "H", "H", "H", "H", "H", "H", "H", "H", "H", "H", "H", "H", "H", "H", "H", "H", "H", "H", "H", "H", "H", "H", "H", "H", "H", "H", "H", "H", "H", "H", "H", "C", "N", "C", "S", "N", "C", "H", "H", "H", "H", "H", "H", "H", "H", "N", "C", "N", "C", "C", "C", "C", "C", "H", "H", "H", "H", "H", "H", "H", "H", "H", "H"], "coordinates": [[1.17, 0.04, -0.30], [-3.87, 1.86, 4.16], [-3.11, 3.00, 3.50], [-2.28, 2.63, 2.33], [-2.04, 3.49, 1.27], [-2.78, 4.79, 1.12], [-3.97, 4.56, 0.20], [-1.13, 2.90, 0.34], [-0.72, 1.67, 0.86], [-1.57, 1.41, 1.98], [-1.59, 0.17, 2.70], [-1.24, -1.13, 2.15], [-1.37, -2.38, 2.91], [-1.92, -2.43, 4.29], [-3.43, -2.51, 4.43], [-0.98, -3.39, 2.09], [-0.78, -2.81, 0.75], [-0.55, -3.46, -0.49], [-0.79, -2.95, -1.78], [-0.65, -1.55, -2.01], [-0.76, -1.39, -3.35], [-0.70, -0.16, -4.12], [-0.38, 1.14, -3.59], [-0.32, 1.38, -2.23], [-0.32, 2.81, -2.12], [-0.67, 3.46, -0.89], [-0.14, 3.38, -3.38], [-0.23, 2.37, -4.32], [-0.57, 2.53, -5.79], [-1.75, 1.63, -6.28], [-0.11, 4.83, -3.60], [-1.49, 5.42, -3.94], [-1.00, -2.67, -4.00], [-1.01, -3.64, -3.01], [-1.38, -5.09, -3.26], [-2.82, -5.50, -2.96], [-1.07, -2.97, -5.45], [-2.51, -3.10, -5.92], [-0.88, -1.46, 0.87], [-0.97, -4.86, 2.39], [-1.99, -5.65, 1.56], [-4.83, 2.20, 4.55], [-3.33, 1.31, 4.97], [-4.21, 1.10, 3.41], [-2.46, 3.56, 4.25], [-3.89, 3.68, 3.07], [-2.16, 5.48, 0.57], [-3.04, 5.24, 2.12], [-3.67, 4.02, -0.71], [-4.51, 5.49, -0.11], [-4.66, 3.82, 0.67], [-1.99, 0.18, 3.73], [-1.60, -1.56, 4.86], [-1.37, -3.26, 4.77], [-3.81, -3.56, 4.45], [-3.92, -2.03, 3.50], [-3.82, -1.99, 5.32], [-0.19, -4.54, -0.40], [-0.84, -0.21, -5.19], [-0.50, 4.57, -0.82], [0.36, 2.36, -6.40], [-0.77, 3.58, -6.00], [-1.41, 0.76, -6.84], [-2.42, 2.12, -6.98], [-2.41, 1.15, -5.55], [0.63, 5.06, -4.43], [0.30, 5.33, -2.68], [-1.85, 4.94, -4.87], [-1.33, 6.49, -4.06], [-2.30, 5.24, -3.14], [-0.64, -5.73, -2.67], [-1.26, -5.17, -4.34], [-3.09, -6.34, -3.64], [-3.50, -4.67, -3.12], [-2.89, -5.88, -1.92], [-0.51, -3.95, -5.55], [-0.47, -2.20, -6.00], [-3.12, -3.74, -5.23], [-2.57, -3.49, -6.97], [-2.95, -2.11, -5.80], [-1.05, -5.02, 3.44], [0.06, -5.27, 2.20], [-2.97, -5.10, 1.63], [-2.08, -6.67, 1.89], [-1.73, -5.65, 0.48], [5.18, 0.39, -1.95], [5.51, -0.68, -1.05], [4.75, -1.77, -0.86], [3.20, -2.01, -1.59], [5.36, -2.79, -0.25], [4.67, -4.04, 0.13], [4.47, 1.08, -1.50], [4.74, -0.04, -2.86], [6.12, 0.97, -2.17], [6.22, -0.55, -0.33], [6.37, -2.77, -0.13], [4.38, -4.49, -0.81], [3.76, -3.80, 0.70], [5.26, -4.73, 0.76], [3.06, 1.23, 1.54], [3.50, 1.61, 2.59], [3.79, 1.91, 3.80], [3.95, 0.88, 4.85], [5.24, 1.13, 5.62], [5.13, 2.49, 6.35], [4.95, 3.60, 5.25], [3.78, 3.32, 4.29], [3.88, -0.17, 4.45], [3.06, 1.02, 5.53], [6.20, 1.02, 5.05], [5.26, 0.39, 6.47], [6.06, 2.57, 7.00], [4.26, 2.45, 7.03], [5.83, 3.61, 4.67], [4.79, 4.60, 5.69], [3.93, 4.01, 3.42], [2.80, 3.62, 4.76]], "total_energy_ev": -71119.60671, "homo_lumo_gap_ev": [5.1445, 5.1487]}